(1)
This record from the OMol25 dataset describes a molecular structure, C22H21BrCsN5O12 at a distorted geometry. The level of theory is ωB97M-V with the def2-TZVPD basis set.

For the energy above the lowest of the compared OMol25 structures with the same formula, charge and spin, the calculation gives 27.4 kcal per mole. The value obtained for the HOMO energy is -2.4 eV. The max |F| comes out at 1.829 eV Å⁻¹.

Geometry as ORCA input:
```
! wB97M-V def2-TZVPD RIJCOSX def2/J DEFGRID3
* xyz -2 1
Cs -0.42 0.27 -0.17
O -2.11 2.77 -3.19
C -2.05 1.61 -2.75
O -2.28 1.22 -1.58
C -1.68 0.49 -3.74
C -2.47 0.26 -4.82
C -2.23 -0.84 -5.68
C -1.19 -1.71 -5.42
C -0.37 -1.49 -4.32
C -0.50 -0.33 -3.46
O 0.33 -0.01 -2.59
N 0.65 -2.45 -4.08
O 1.11 -2.59 -2.96
O 1.06 -3.13 -5.04
N -3.07 -1.07 -6.79
O -2.85 -2.05 -7.52
O -4.00 -0.30 -7.01
H -3.30 0.92 -5.02
H -1.01 -2.57 -6.05
C -1.22 2.44 3.22
O -1.75 2.44 1.92
C -1.78 3.70 1.28
C -0.42 4.39 1.12
O 0.45 3.81 0.19
C 0.06 4.05 -1.15
H -1.62 3.29 3.81
H -0.13 2.48 3.23
H -1.53 1.51 3.69
H -2.44 4.38 1.85
H -2.23 3.51 0.30
H 0.11 4.38 2.08
H -0.61 5.44 0.85
H -0.07 5.13 -1.30
H -0.86 3.54 -1.44
H 0.87 3.69 -1.78
O 6.40 -2.16 -0.12
C 5.21 -1.49 -0.15
C 4.08 -1.97 0.50
C 2.91 -1.23 0.42
N 2.83 -0.09 -0.26
C 3.91 0.33 -0.86
Br 3.75 1.96 -1.82
C 5.14 -0.30 -0.86
H 6.28 -2.98 0.38
H 4.09 -2.89 1.06
H 2.00 -1.55 0.92
H 6.00 0.09 -1.38
O 1.58 0.49 3.01
N 0.95 -0.28 3.78
N 0.17 -1.14 3.19
O 0.02 -1.21 1.91
C -0.56 -1.99 4.03
C -0.43 -1.95 5.43
C -1.18 -2.80 6.21
C -2.07 -3.70 5.63
C -2.19 -3.74 4.25
C -1.45 -2.90 3.45
H 0.26 -1.24 5.87
H -1.08 -2.76 7.29
H -2.66 -4.36 6.26
H -2.88 -4.44 3.79
H -1.53 -2.90 2.38
*
```

List of Löwdin charges in e, atom by atom:
1. Cs 1.49
2. O -0.03
3. C -0.71
4. O -0.33
5. C -0.05
6. C 0.05
7. C -0.18
8. C 0.06
9. C -0.08
10. C -0.35
11. O -0.27
12. N -0.36
13. O 0.06
14. O 0.00
15. N -0.38
16. O 0.00
17. O 0.01
18. H 0.12
19. H 0.12
20. C -0.11
21. O -0.23
22. C -0.20
23. C -0.22
24. O -0.20
25. C -0.09
26. H 0.09
27. H 0.07
28. H 0.09
29. H 0.12
30. H 0.12
31. H 0.12
32. H 0.12
33. H 0.09
34. H 0.05
35. H 0.08
36. O 0.05
37. C -0.32
38. C 0.00
39. C -0.12
40. N 0.03
41. C -0.73
42. Br 0.75
43. C -0.06
44. H 0.10
45. H 0.11
46. H 0.08
47. H 0.10
48. O -0.14
49. N -0.08
50. N -0.29
51. O -0.44
52. C -0.18
53. C -0.04
54. C -0.12
55. C -0.13
56. C -0.11
57. C -0.02
58. H 0.09
59. H 0.09
60. H 0.08
61. H 0.09
62. H 0.10

=====

(2)
This record from the OMol25 dataset describes 2 unconnected molecules or ions with the total composition C2H2Cl2N2 at a distorted geometry. The level of theory is ωB97M-V with the def2-TZVPD basis set.

For the energy above the lowest of the compared OMol25 structures with the same formula, charge and spin, the calculation gives 94.1 kcal per mole. The value obtained for the HOMO energy is -8.4 eV. The max |F| comes out at 4.060 eV Å⁻¹.

Geometry as ORCA input:
```
! wB97M-V def2-TZVPD RIJCOSX def2/J DEFGRID3
* xyz 0 1
C 0.90 0.47 -0.48
C -1.20 -0.18 0.81
N 1.09 -0.56 -1.45
N 1.79 -0.58 -0.46
Cl 1.28 2.12 -0.46
Cl -1.64 -1.51 -0.19
H -1.88 0.67 0.80
H -0.33 -0.42 1.44
*
```

List of natural (NBO) charges in e, atom by atom:
1. C 0.02
2. C -0.42
3. N -0.05
4. N -0.08
5. Cl 0.05
6. Cl 0.03
7. H 0.23
8. H 0.24

=====

(3)
This record from the OMol25 dataset describes a molecular structure, C24H54F6KN6O12S6 at a distorted geometry. The level of theory is ωB97M-V with the def2-TZVPD basis set.

For the energy above the lowest of the compared OMol25 structures with the same formula, charge and spin, the calculation gives 18.1 kcal per mole. The value obtained for the HOMO energy is -12.5 eV. The max |F| comes out at 7.825 eV Å⁻¹.

Geometry as ORCA input:
```
! wB97M-V def2-TZVPD RIJCOSX def2/J DEFGRID3
* xyz 1 1
K -0.02 -0.16 0.33
C 2.33 1.77 -1.79
C 1.39 2.97 -1.72
C 0.35 2.99 -2.84
N -0.47 4.29 -2.82
C 0.34 5.40 -3.42
C -1.72 4.02 -3.64
C -2.86 4.92 -3.03
C -2.26 5.48 -1.75
C -1.03 4.68 -1.44
H 2.98 1.87 -0.92
H 2.97 1.80 -2.67
H 1.73 0.89 -1.61
H 1.85 3.95 -1.53
H 0.91 2.86 -0.73
H -0.32 2.13 -2.80
H 0.83 3.03 -3.81
H 1.22 5.55 -2.80
H -0.32 6.26 -3.43
H 0.58 5.23 -4.47
H -1.62 4.37 -4.66
H -2.00 2.99 -3.46
H -3.17 5.68 -3.74
H -3.66 4.21 -2.86
H -2.09 6.55 -1.89
H -3.00 5.28 -0.97
H -0.22 5.23 -0.96
H -1.15 3.74 -0.92
C 6.58 -1.48 1.30
C 5.18 -1.12 1.77
C 5.09 -0.03 2.81
N 3.70 0.55 2.94
C 2.72 -0.39 3.59
C 3.20 1.19 1.70
C 2.20 2.28 2.12
C 2.58 2.66 3.58
C 3.79 1.77 3.88
H 7.09 -0.60 0.90
H 6.43 -2.21 0.52
H 7.14 -1.88 2.15
H 4.59 -2.00 2.05
H 4.62 -0.70 0.92
H 5.77 0.77 2.54
H 5.29 -0.45 3.80
H 2.78 -1.36 3.09
H 1.71 -0.01 3.65
H 3.15 -0.57 4.58
H 2.77 0.45 1.03
H 4.03 1.65 1.16
H 1.20 1.93 1.93
H 2.41 3.18 1.54
H 1.73 2.42 4.22
H 2.87 3.70 3.61
H 3.96 1.37 4.88
H 4.71 2.25 3.54
C -5.97 -2.13 1.44
C -4.80 -2.31 0.44
C -4.03 -3.56 0.79
N -2.94 -3.90 -0.20
C -1.81 -2.93 -0.03
C -2.42 -5.31 0.09
C -1.73 -5.73 -1.18
C -2.60 -5.15 -2.28
C -3.36 -3.98 -1.69
H -5.54 -2.13 2.45
H -6.65 -2.97 1.43
H -6.50 -1.20 1.29
H -4.14 -1.44 0.49
H -5.25 -2.39 -0.55
H -4.63 -4.46 0.87
H -3.56 -3.45 1.78
H -1.08 -3.12 -0.81
H -1.38 -3.19 0.93
H -2.16 -1.91 -0.12
H -1.86 -5.41 1.02
H -3.35 -5.87 0.21
H -0.67 -5.48 -1.26
H -1.77 -6.82 -1.11
H -2.00 -4.95 -3.17
H -3.20 -6.01 -2.59
H -3.05 -3.04 -2.14
H -4.44 -4.10 -1.70
N 2.19 -1.79 0.00
S 2.04 -3.29 0.77
O 3.11 -3.74 1.62
O 1.35 -4.29 0.03
F 0.88 -2.82 1.79
S 3.12 -2.35 -1.11
O 2.54 -3.06 -2.22
O 4.48 -2.72 -0.74
F 3.44 -0.89 -1.76
N -0.70 0.63 2.65
S -1.74 1.95 2.64
O -1.28 2.93 3.58
O -3.13 1.70 2.42
F -1.32 2.54 1.22
S -1.44 -0.19 3.74
O -2.43 -1.10 3.24
O -1.62 0.42 5.03
F -0.18 -1.15 4.07
N -1.44 -0.17 -1.93
S -1.04 -0.78 -3.39
O -0.35 0.13 -4.25
O -2.00 -1.69 -3.97
F 0.02 -1.80 -2.78
S -2.80 0.49 -2.26
O -3.97 -0.33 -2.21
O -2.80 1.60 -3.17
F -2.91 1.33 -0.84
*
```

Löwdin population analysis, charges in e, atoms 1 to 99:
1. K 0.71
2. C -0.06
3. C -0.22
4. C -0.09
5. N -0.25
6. C 0.03
7. C -0.08
8. C -0.11
9. C -0.15
10. C -0.08
11. H 0.06
12. H 0.10
13. H 0.04
14. H 0.11
15. H 0.09
16. H 0.09
17. H 0.14
18. H 0.10
19. H 0.11
20. H 0.11
21. H 0.14
22. H 0.05
23. H 0.11
24. H 0.11
25. H 0.12
26. H 0.13
27. H 0.14
28. H 0.11
29. C -0.06
30. C -0.25
31. C -0.11
32. N -0.26
33. C 0.06
34. C -0.13
35. C -0.13
36. C -0.10
37. C -0.08
38. H 0.08
39. H 0.07
40. H 0.08
41. H 0.09
42. H 0.09
43. H 0.14
44. H 0.15
45. H 0.09
46. H 0.09
47. H 0.12
48. H 0.09
49. H 0.14
50. H 0.05
51. H 0.12
52. H 0.12
53. H 0.12
54. H 0.14
55. H 0.13
56. C -0.07
57. C -0.21
58. C -0.13
59. N -0.24
60. C 0.00
61. C -0.09
62. C -0.16
63. C -0.13
64. C -0.04
65. H 0.08
66. H 0.08
67. H 0.08
68. H 0.10
69. H 0.11
70. H 0.13
71. H 0.14
72. H 0.10
73. H 0.10
74. H 0.07
75. H 0.15
76. H 0.13
77. H 0.11
78. H 0.13
79. H 0.13
80. H 0.12
81. H 0.10
82. H 0.14
83. N -0.33
84. S 0.53
85. O -0.24
86. O -0.25
87. F -0.22
88. S 0.46
89. O -0.25
90. O -0.26
91. F -0.21
92. N -0.41
93. S 0.53
94. O -0.24
95. O -0.23
96. F -0.22
97. S 0.45
98. O -0.27
99. O -0.24

=====

(4)
This record from the OMol25 dataset describes 4 unconnected molecules or ions with the total composition C4H16O4 at a distorted geometry. The level of theory is ωB97M-V with the def2-TZVPD basis set.

For the energy above the lowest of the compared OMol25 structures with the same formula, charge and spin, the calculation gives 81.6 kcal per mole. The value obtained for the HOMO energy is -9.8 eV. The max |F| comes out at 5.276 eV Å⁻¹. Its SMILES is CO.CO.CO.CO.

Geometry as ORCA input:
```
! wB97M-V def2-TZVPD RIJCOSX def2/J DEFGRID3
* xyz 0 1
C -20.72 7.12 -6.33
O -19.79 6.81 -7.18
H -20.37 7.69 -5.47
H -21.43 7.81 -6.79
H -21.13 6.17 -5.97
H -19.76 7.55 -7.79
C -23.90 8.58 -11.58
O -22.69 8.70 -12.19
H -23.95 9.35 -10.81
H -24.62 8.94 -12.32
H -24.05 7.61 -11.11
H -22.85 8.70 -13.13
C -20.00 15.08 -13.95
O -21.23 14.85 -14.66
H -20.18 15.40 -12.92
H -19.36 14.20 -13.89
H -19.49 15.78 -14.61
H -21.75 15.62 -14.42
C -17.69 9.05 -11.55
O -18.56 9.61 -10.59
H -16.88 8.42 -11.19
H -18.31 8.37 -12.14
H -17.39 9.76 -12.32
H -19.36 9.93 -11.02
*
```

List of natural (NBO) charges in e, atom by atom:
1. C -0.22
2. O -0.70
3. H 0.14
4. H 0.15
5. H 0.17
6. H 0.47
7. C -0.24
8. O -0.72
9. H 0.16
10. H 0.16
11. H 0.17
12. H 0.47
13. C -0.26
14. O -0.72
15. H 0.17
16. H 0.18
17. H 0.17
18. H 0.46
19. C -0.25
20. O -0.73
21. H 0.19
22. H 0.16
23. H 0.16
24. H 0.47

=====

(5)
This record from the OMol25 dataset describes 2 unconnected molecules or ions with the total composition C5H6N4 at a distorted geometry. The level of theory is ωB97M-V with the def2-TZVPD basis set.

For the energy above the lowest of the compared OMol25 structures with the same formula, charge and spin, the calculation gives 99.2 kcal per mole. The value obtained for the HOMO energy is -8.4 eV. The max |F| comes out at 4.079 eV Å⁻¹. Its SMILES is [H]/N=C\C#N.CN=C=C=N.

Geometry as ORCA input:
```
! wB97M-V def2-TZVPD RIJCOSX def2/J DEFGRID3
* xyz 0 1
H -3.29 0.43 0.33
N -2.95 0.07 -0.52
C -1.79 0.60 -0.75
C -1.00 1.36 0.20
N -0.35 2.01 0.90
H -1.36 0.46 -1.64
C 2.23 0.14 0.25
N 1.45 -0.99 0.75
C 0.24 -1.05 0.50
C -0.81 -1.84 0.72
N -1.99 -2.07 0.59
H 2.97 0.35 1.08
H 1.62 0.95 -0.13
H 3.01 -0.01 -0.59
H -2.63 -1.49 -0.08
*
```

List of natural (NBO) charges in e, atom by atom:
1. H 0.35
2. N -0.58
3. C 0.04
4. C 0.19
5. N -0.28
6. H 0.20
7. C -0.46
8. N -0.34
9. C 0.10
10. C 0.28
11. N -0.55
12. H 0.23
13. H 0.21
14. H 0.22
15. H 0.40

=====

(6)
This record from the OMol25 dataset describes a molecular structure, C3H2FHgO3 at a distorted geometry. The level of theory is ωB97M-V with the def2-TZVPD basis set.

For the energy above the lowest of the compared OMol25 structures with the same formula, charge and spin, the calculation gives 0.0 kcal per mole. The expectation value of S² is 0.7528. The value obtained for the HOMO energy (spin up / spin down) is -8.9 / -9.1 eV. The max |F| comes out at 2.272 eV Å⁻¹.

Geometry as ORCA input:
```
! wB97M-V def2-TZVPD RIJCOSX def2/J DEFGRID3
* xyz 0 2
O -1.16 -1.22 -0.90
C -1.38 -1.28 0.35
C -1.28 -0.12 1.16
H -1.42 -2.25 0.87
H -1.62 -0.09 2.19
F -1.70 0.99 0.43
Hg -0.45 0.78 -1.59
O 1.46 0.17 2.26
O 1.20 0.83 0.11
C 0.95 0.43 1.23
*
```

List of natural (NBO) charges in e, atom by atom:
1. O -0.73
2. C 0.29
3. C -0.13
4. H 0.16
5. H 0.20
6. F -0.40
7. Hg 0.86
8. O -0.53
9. O -0.69
10. C 0.96